(1)
The following is a quantum chemistry calculation of the molecule C4H7N3O3S, from the OMol25 dataset.

Summary:
SMILES: COn1nncc1S(C)(=O)=O
frontier orbital gap: 10.5 eV

Last column: Löwdin charge in e.
Atoms and positions in Å:
O 1.30606 0.55702 -0.18635  -0.12
C 1.39708 1.18440 1.02024  -0.10
N 2.33955 -1.55455 0.00384  0.04
H -1.48802 -0.35798 -2.16419  0.07
S -1.51812 -0.84815 0.23527  0.65
N 1.32626 -0.78661 -0.13142  -0.11
H -0.68506 0.77129 -1.13644  0.07
C -0.03433 -1.70214 0.03259  -0.13
C -1.58658 0.14682 -1.24934  -0.10
H 1.75526 2.11836 0.74168  0.07
H -2.18067 0.94023 -0.98516  0.05
H 2.19160 0.65166 1.72534  0.14
O -1.36401 -0.07400 1.46496  -0.31
N 1.95851 -2.75177 0.10216  0.00
C 0.59305 -2.90853 0.15081  -0.08
O -2.61168 -1.79885 0.26668  -0.31
H 0.50817 1.12988 1.68567  0.08
H 0.19520 -3.84360 0.20726  0.09

Forces on atoms 1 to 6 (eV/Å):
0.349 -1.451 -2.333
1.468 -1.894 4.961
0.807 1.282 -0.463
-0.830 -0.711 -1.044
-1.599 -0.774 1.433
-5.897 -2.158 0.867


(2)
The following is a quantum chemistry calculation of the molecule C4H7N3O4S, from the OMol25 dataset.

Summary:
frontier orbital gap (spin up / spin down): 6.9 / 7.0 eV

Last column: Löwdin charge in e.
Atoms and positions in Å:
O 3.31534 -1.36252 0.35565  -0.23
N -0.48880 -1.52936 1.17868  0.15
O 1.41452 -0.09544 1.19817  -0.15
H 1.87472 -0.38192 -2.32867  0.16
H -0.71095 -1.32986 2.14883  0.10
C -0.72240 0.94282 0.57330  -0.01
H -0.26231 -1.23059 -1.50991  0.20
N 0.50498 2.10227 -1.16082  0.13
H -0.93413 0.99569 1.73043  0.16
O 0.21450 3.12181 0.88926  0.02
N 0.39510 -0.79608 -0.83194  0.08
O 3.37762 1.08063 0.12309  -0.23
C 0.10997 -0.35783 0.50238  -0.52
H 1.06503 2.79826 -1.57468  0.03
H -1.61349 0.87438 -0.06612  0.13
C 0.15201 2.16067 0.13027  -0.65
H 0.24949 -2.10888 1.16539  0.03
C 1.55585 -0.29463 -1.25732  -0.03
S 2.61982 -0.14062 0.14903  0.63

Forces on atoms 1 to 6 (eV/Å):
-0.126 -0.571 -0.385
-2.256 3.972 -0.869
-0.429 0.084 -1.813
-0.144 0.158 1.379
-0.065 0.221 -0.149
1.144 -0.518 1.880


(3)
The following is a quantum chemistry calculation of a cluster of 2 separate species, C4H7N3S in total, from the OMol25 dataset.

Summary:
frontier orbital gap (spin up / spin down): 7.7 / 7.4 eV

Last column: Löwdin charge in e.
Atoms and positions in Å:
H 1.67037 0.89603 -1.70506  0.01
H -1.39193 -0.04232 1.90377  -0.06
H 0.33953 -4.08231 0.09761  0.09
C -0.48705 -2.17035 -0.42870  -0.12
C 0.46129 -3.02722 -0.02958  -0.10
H -2.30682 1.24214 1.95444  -0.02
H -1.54010 -2.31143 -0.63868  0.09
S -0.50080 0.64030 -0.96958  0.96
N -1.33110 0.94508 1.81746  0.06
N 1.70063 -2.24335 0.04860  0.02
C 0.20345 -0.89211 -0.70342  -0.64
H 0.94755 2.49037 -1.62728  0.03
H 1.55092 1.54890 -0.06748  0.08
N 1.48606 -1.04927 -0.33012  -0.06
C 1.07435 1.54838 -1.11398  -0.35

Forces on atoms 1 to 6 (eV/Å):
0.670 -0.270 -0.536
0.054 -1.512 0.020
0.540 -0.244 0.426
-0.804 1.265 -1.046
0.645 1.998 -0.534
0.130 0.068 -0.152


(4)
The following is a quantum chemistry calculation of the molecule C4H7N3S, from the OMol25 dataset.

Summary:
SMILES: [H]/N=C(\C=C)N/C=N\S
frontier orbital gap: 8.0 eV

Last column: Löwdin charge in e.
Atoms and positions in Å:
H -3.73211 -1.41728 0.05394  0.08
H -2.97779 0.06977 0.93747  0.05
H -2.10186 1.62457 -0.11400  0.09
N 2.91539 0.89127 0.10658  -0.40
C 1.64631 0.89126 -0.12658  -0.40
H 5.01739 -0.13150 -0.61012  0.01
H 1.30123 1.99085 -0.08676  0.15
N 0.76388 -0.12093 -0.07177  0.05
C -2.86372 -0.75553 0.24962  0.05
C -0.67822 0.21305 -0.10923  -0.41
N -1.10248 1.40850 0.20548  0.11
H 0.97659 -1.14880 -0.05009  0.12
H -1.25791 -1.93378 -0.42564  0.12
C -1.55725 -0.88280 -0.15987  -0.14
S 3.65055 -0.69866 0.20096  0.53

Forces on atoms 1 to 6 (eV/Å):
1.150 0.135 0.318
-0.827 0.386 -0.351
1.875 -0.989 0.892
-0.231 -1.345 -0.817
1.833 2.947 1.835
-3.159 -1.591 1.986


(5)
The following is a quantum chemistry calculation of a cluster of 2 separate species, C4H7N3S in total, from the OMol25 dataset.

Summary:
frontier orbital gap: 8.5 eV

Last column: Löwdin charge in e.
Atoms and positions in Å:
C 0.43823 -0.84130 0.70958  -0.07
H -1.98565 1.18290 1.41393  -0.04
C 1.10400 0.17433 0.15373  -0.39
C -0.16399 -1.53281 -0.40645  -0.25
S -2.55163 0.68392 -0.75015  0.66
H 1.52716 1.86328 1.17657  0.06
N 1.97797 1.05965 0.83609  0.12
H 0.57294 -1.08369 1.81575  0.14
N 0.85358 0.10046 -1.16910  0.03
H 1.21818 0.68057 -1.89069  0.15
H -0.80353 -2.43597 -0.23037  0.13
H -2.60881 -0.64081 -1.32598  -0.07
N 0.00507 -0.89567 -1.48006  -0.01
H 2.72496 1.42431 0.33357  0.05
C -2.30849 0.26083 0.81357  -0.49

Forces on atoms 1 to 6 (eV/Å):
-0.115 -2.028 2.134
-0.763 -0.743 -0.897
1.170 0.786 0.194
-1.387 -1.836 4.816
0.204 -1.378 -0.507
-1.086 0.941 0.769


(6)
The following is a quantum chemistry calculation of the molecule C4H7N3S, from the OMol25 dataset.

Summary:
SMILES: S/N=C\[C@@H]1CN=CN1
frontier orbital gap: 8.7 eV

Last column: Löwdin charge in e.
Atoms and positions in Å:
N -2.20518 0.27497 -0.07433  -0.42
H 0.26573 -0.07014 2.15878  0.25
H -0.47584 -0.19445 -1.48192  0.06
C -1.30085 1.12625 0.01209  -0.25
H 2.00262 -1.72585 1.06749  0.10
H -1.63147 2.18954 0.25626  0.13
H -0.80793 -1.27887 0.53063  -0.10
C 0.59304 0.02567 -1.19609  -0.30
N 1.48976 -0.97962 -0.86789  0.05
N 0.61323 -0.18372 1.03385  -0.06
C 0.19241 0.81812 0.07215  -0.32
S -2.03011 -1.36758 -0.14946  0.78
C 1.39693 -1.11613 0.48228  -0.20
H 0.90473 1.68113 0.07249  0.14
H 0.99292 0.80067 -1.91633  0.13

Forces on atoms 1 to 6 (eV/Å):
-2.233 0.351 -0.443
1.852 -0.703 -4.406
1.709 -1.161 -1.223
1.422 2.195 1.843
0.709 -1.347 0.756
0.463 -1.211 -0.815


(7)
The following is a quantum chemistry calculation of the ion C4H7N4 with charge +1, from the OMol25 dataset.

Summary:
SMILES: C1=NCN2C[NH+]=N[C@@H]12
total charge: +1
frontier orbital gap: 8.0 eV

Last column: Löwdin charge in e.
Atoms and positions in Å:
H -1.04009 -1.52792 0.86341  0.11
H 1.19602 -1.68784 0.81222  0.12
C 1.37347 -0.95026 0.04437  -0.09
H -2.78551 0.60916 0.80167  0.23
H 1.96987 -1.38830 -0.76742  0.14
H 1.70570 2.28618 0.31948  0.09
H 0.03806 1.27874 -1.48429  0.15
N -1.14279 1.37664 0.13741  0.22
C -1.19928 -0.93868 0.03307  -0.09
N 0.04717 -0.51319 -0.50236  -0.07
C -0.01576 0.98280 -0.49465  -0.23
C 1.44500 1.33160 0.13840  -0.01
N 2.01746 0.31000 0.48547  0.11
N -1.82160 0.37273 0.39981  0.13
H -1.78770 -1.54168 -0.78658  0.19

Forces on atoms 1 to 6 (eV/Å):
-0.274 -1.392 2.153
0.406 -0.049 0.556
-1.076 1.476 -0.483
1.566 -0.985 -0.408
-0.060 0.196 0.376
1.071 3.189 0.485


(8)
The following is a quantum chemistry calculation of a cluster of 3 separate species, C4H7N5O in total, from the OMol25 dataset.

Summary:
frontier orbital gap: 9.3 eV

Last column: Löwdin charge in e.
Atoms and positions in Å:
H 0.31111 -0.75266 0.13791  -0.01
C 1.41405 -2.89101 -0.56832  -0.35
H 4.84133 -4.83702 0.32028  0.13
H 3.44950 -5.37789 2.83591  0.08
C 0.85643 -2.07604 -1.64953  -0.13
O 0.07997 -0.45094 -0.75678  -0.25
H -0.74653 -0.95241 -1.69962  0.24
N 1.41937 -2.39921 0.66258  0.09
N 4.14461 -4.87945 2.28800  0.00
N 2.27210 -3.92167 -0.75406  0.18
N -0.09167 -2.14851 -2.41431  0.11
H 3.53177 -6.00138 0.54778  0.12
C 3.90112 -5.01151 0.86328  -0.20
C 2.91920 -3.98114 0.40075  -0.31
H 5.05339 -5.25191 2.53982  0.08
N 2.50004 -2.97612 1.18774  0.07
H 2.86154 -2.73475 2.10513  0.16

Forces on atoms 1 to 6 (eV/Å):
-1.332 -0.045 0.178
1.334 0.837 0.424
-0.178 -0.137 0.168
0.100 0.066 -0.115
-5.561 -1.565 -1.907
-0.401 -0.038 -1.995


(9)
The following is a quantum chemistry calculation of the molecule C4H7N7, from the OMol25 dataset.

Summary:
expectation value of S²: 2.0112
multiplicity: 3
frontier orbital gap (spin up / spin down): 7.1 / 6.7 eV

Last column: Mulliken spin population.
Atoms and positions in Å:
N -2.04992 1.62448 -0.43868  0.02
H 0.79236 -3.75597 -0.46301  0.00
N -3.30597 1.21303 -0.53576  0.03
C 0.38645 -2.78535 -0.24180  0.10
N -3.43001 -0.06090 -0.19052  0.01
N 0.82795 -0.65709 0.69810  0.55
C 2.08158 1.84990 0.30818  0.00
N -2.26154 -0.56511 0.05486  0.03
H 2.80902 1.47631 -0.46042  0.00
N 1.02573 -1.85514 0.58350  0.90
H -0.17045 -2.43615 -1.12735  0.01
C -1.42570 0.47028 -0.09713  0.03
H 2.23983 2.86072 0.46824  0.00
H -0.43487 -3.04514 0.50325  0.04
H 2.18444 1.17354 1.16841  0.01
C -0.01688 0.45088 -0.02136  0.18
H 0.09605 2.44346 -0.15888  0.00
N 0.65193 1.59825 -0.04964  0.09

Forces on atoms 1 to 6 (eV/Å):
-0.731 -1.647 -0.417
1.305 0.114 0.156
-0.244 1.312 0.504
-4.104 -1.927 1.416
-0.347 0.083 -0.560
-1.808 2.314 -1.905


(10)
The following is a quantum chemistry calculation of the molecule C4H7NO, from the OMol25 dataset.

Summary:
frontier orbital gap (spin up / spin down): 9.4 / 9.4 eV

Last column: Löwdin charge in e.
Atoms and positions in Å:
H 1.56246 0.59743 1.28564  0.09
H 1.43304 -1.18644 0.85452  0.09
H -0.73855 0.32410 1.54756  0.13
O -1.02367 2.24412 0.76175  0.08
H 1.40022 1.44398 -0.83936  0.06
H -1.43423 -1.43587 0.01392  0.09
C 1.03481 -0.18237 0.73751  0.11
N 0.99789 0.55928 -1.15408  0.19
H -0.13731 -1.83702 -1.14263  0.09
H -1.42748 -0.71265 -1.61655  0.09
C 0.00492 0.14696 -0.28126  -0.74
C -0.79834 -1.03880 -0.78390  -0.03
C -0.82744 1.06757 0.65889  -0.24

Forces on atoms 1 to 6 (eV/Å):
-0.387 -0.016 -0.142
0.024 0.099 -0.436
-1.664 0.931 0.086
-0.045 -0.684 -0.663
-0.272 0.186 -0.073
0.040 0.026 -0.129


(11)
The following is a quantum chemistry calculation of a cluster of 2 separate species, C4H7NO in total, from the OMol25 dataset.

Summary:
frontier orbital gap (spin up / spin down): 8.4 / 8.4 eV

Last column: Löwdin charge in e.
Atoms and positions in Å:
H -1.93862 0.21949 1.05341  0.08
C 0.33449 -1.63275 -1.65854  0.21
H -0.02540 -2.55221 -1.14087  -0.04
C 0.51824 0.07511 0.44715  -0.22
H -2.15592 1.75215 0.14724  0.07
H -1.42857 1.77713 1.75110  0.09
H 2.18899 0.82885 -0.75992  0.12
C -1.49557 1.19943 0.82137  -0.13
H -0.56177 -1.31780 -2.23662  -0.04
N -0.17009 1.12149 0.24415  0.00
H 0.16812 -0.79672 1.02457  0.13
C 1.94793 0.05854 -0.00320  -0.30
O 2.76810 -0.68039 0.48293  0.04

Forces on atoms 1 to 6 (eV/Å):
0.112 0.117 -0.031
-0.550 -0.261 -0.097
0.240 0.236 -0.006
-0.174 0.174 0.022
0.098 -0.121 0.082
-0.017 -0.049 -0.155


(12)
The following is a quantum chemistry calculation of the molecule C4H7NO, from the OMol25 dataset.

Summary:
SMILES: C[C@H]1CC(=O)N1
frontier orbital gap: 10.6 eV

Last column: Löwdin charge in e.
Atoms and positions in Å:
H -0.42795 2.31692 -0.04898  0.08
N -1.24658 -0.27520 -0.18801  0.10
H 1.33244 -0.96423 1.04569  0.11
H 1.31870 2.01133 -0.09235  0.08
H -1.88781 -0.26693 -0.96696  0.13
H 0.36160 1.53585 1.33613  0.08
C -0.75446 -1.47827 0.33334  -0.47
H 0.27633 0.37390 -1.50207  0.13
C 0.35679 1.60969 0.24296  -0.06
O -1.30777 -2.47567 0.71182  0.09
C 0.09655 0.27479 -0.42796  -0.37
C 0.69840 -1.02307 0.15997  -0.03
H 1.18376 -1.63910 -0.60358  0.12

Forces on atoms 1 to 6 (eV/Å):
0.160 -0.068 0.068
-0.038 -0.137 -0.160
-0.114 0.055 -0.053
-0.095 -0.021 0.137
-0.540 -0.070 0.301
-0.037 -0.060 -0.179


(13)
The following is a quantum chemistry calculation of the molecule C4H7NO, from the OMol25 dataset.

Summary:
SMILES: [H]/N=C/CC(=C)O
frontier orbital gap: 9.9 eV

Last column: Löwdin charge in e.
Atoms and positions in Å:
N 2.06452 0.13623 0.84361  0.10
O -1.44399 1.61585 -0.37483  0.05
H -0.85390 -1.56152 0.52304  0.05
C 1.37089 -0.47091 -0.02573  -0.27
H -2.24130 1.61806 0.17409  0.11
H 1.28262 -1.56522 -0.07566  0.11
H 0.86449 1.31655 -1.07551  0.12
C -1.34281 -0.59840 0.50589  0.04
H -2.18769 -0.49744 1.17448  0.06
C 0.46867 0.30484 -0.95632  -0.12
H 2.50350 -0.53181 1.47858  0.05
C -0.86401 0.39478 -0.24585  -0.42
H 0.37901 -0.16101 -1.94580  0.12

Forces on atoms 1 to 6 (eV/Å):
-0.073 -0.306 -0.230
-0.137 -0.031 0.215
0.065 0.111 0.042
0.103 0.113 0.121
0.074 0.115 -0.170
0.159 0.146 0.008


(14)
The following is a quantum chemistry calculation of a cluster of 2 separate species, C4H7NO in total, from the OMol25 dataset.

Summary:
frontier orbital gap: 8.9 eV

Last column: Löwdin charge in e.
Atoms and positions in Å:
N 1.76347 0.27286 0.28659  0.11
H 1.68575 0.20161 1.29115  0.11
C 1.78757 -0.84347 -0.49524  -0.44
H 1.55117 1.17321 -0.11152  0.06
H -2.27780 0.20794 -1.35115  0.10
C -1.54846 0.43248 0.82299  -0.23
C -0.79430 1.24568 -0.17866  0.07
H 1.61984 -0.61895 -1.56959  0.13
H -2.36277 0.96473 1.31530  0.10
O 1.95452 -1.97270 -0.08742  0.01
C -1.50702 0.00457 -0.60627  -0.23
H -0.91437 -0.88816 -0.82526  0.09
H -0.95761 -0.17980 1.50909  0.10

Forces on atoms 1 to 6 (eV/Å):
-0.150 -0.010 -0.029
0.240 -0.205 -0.148
0.009 -0.033 0.107
-0.062 -0.002 -0.125
-0.015 -0.124 0.267
0.117 0.159 0.114


(15)
The following is a quantum chemistry calculation of a structure of composition C4H7NO, from the OMol25 dataset.

Summary:
frontier orbital gap: 10.5 eV

Last column: Löwdin charge in e.
Atoms and positions in Å:
C 0.39233 -1.04611 -0.05599  -0.14
H 0.31394 -1.84529 -0.79754  0.11
H 2.41460 -0.38022 0.80493  0.11
H -2.05479 0.14471 0.83488  0.09
H -2.29984 -0.18086 -0.91011  0.08
H -1.96218 1.47144 -0.35460  0.09
C -1.74026 0.41471 -0.18382  -0.05
H 2.16321 -0.11000 -0.95845  0.11
O 0.64098 1.99016 0.81333  0.09
C 0.67432 0.94069 0.22367  -0.47
C 1.68090 -0.19704 0.01958  -0.04
N -0.32883 0.19488 -0.38075  -0.11
H 0.10560 -1.39707 0.94488  0.12

Forces on atoms 1 to 6 (eV/Å):
0.011 -0.273 -0.207
0.050 0.135 0.088
-0.196 0.000 -0.056
-0.004 0.050 -0.148
0.004 0.075 0.138
0.055 -0.167 0.066


(16)
The following is a quantum chemistry calculation of a cluster of 2 separate species, C4H7NO in total, from the OMol25 dataset.

Summary:
frontier orbital gap: 8.3 eV

Last column: Löwdin charge in e.
Atoms and positions in Å:
H 2.38456 -0.37065 1.34804  0.10
H 2.73417 -1.17098 -0.18731  0.10
C 2.28041 -0.28225 0.26219  0.02
H -1.92304 -0.77110 0.60074  0.13
H 2.78626 0.61543 -0.09232  0.09
O 0.07875 -1.21208 0.26391  0.02
H -1.56526 -1.60418 -0.94210  0.13
C -1.05918 0.49880 -0.92040  -0.06
N 0.27621 0.78049 -0.77295  0.07
H -2.97977 2.45756 0.67077  0.02
H -2.61936 2.09523 0.12348  -0.02
C -1.23643 -0.82325 -0.24951  -0.17
C 0.84269 -0.21303 -0.10457  -0.42

Forces on atoms 1 to 6 (eV/Å):
-0.042 0.006 -0.149
-0.080 0.107 0.057
0.015 0.055 -0.036
0.050 0.009 -0.117
-0.071 -0.134 0.055
0.152 0.163 -0.052


(17)
The following is a quantum chemistry calculation of the molecule C4H7NO, from the OMol25 dataset.

Summary:
SMILES: C[C@H]1CN1C=O
frontier orbital gap: 10.7 eV

Last column: Löwdin charge in e.
Atoms and positions in Å:
O 1.87975 -0.48940 1.47821  0.01
H 0.58900 -1.24309 0.46185  0.16
H -1.63774 -0.82338 1.38944  0.07
H -2.29270 -1.06997 -0.23284  0.08
C -0.16202 -0.54563 -0.12763  -0.28
C -1.59562 -0.46774 0.36137  -0.06
H 2.54283 1.21253 0.60703  0.13
C 0.12943 0.39181 -1.30430  -0.05
H 0.78527 0.20673 -2.15408  0.10
N 0.59227 0.67455 0.03880  -0.06
H -1.94146 0.57647 0.33288  0.08
C 1.76542 0.45400 0.71320  -0.30
H -0.65443 1.12314 -1.56393  0.11

Forces on atoms 1 to 6 (eV/Å):
0.525 0.654 -0.053
-1.930 -0.059 -2.306
-0.154 0.055 0.095
0.272 0.025 0.032
0.073 0.234 0.723
0.010 -0.134 0.212


Values for electronic energy, eV, ordered as above
-25703.335; -27753.169; -19562.190; -19563.325; -19562.765; -19563.523; -10211.512; -13754.810; -14685.072; -7795.062; -7793.147; -7798.755; -7797.746; -7794.680; -7798.486; -7795.288; -7796.830